Molecular formula: C52H112N6O12
Method: DFT, the ωB97M-V functional and the def2-TZVPD basis

Positions of all 182 atoms, in Å:
C (-0.900, 0.305, 1.833)
C (-2.082, 0.738, 2.717)
C (-3.247, -0.234, 2.635)
N (-4.512, 0.248, 3.415)
C (-4.315, 0.396, 4.923)
C (-5.067, 1.595, 2.795)
C (-6.593, 1.470, 2.659)
C (-6.994, 0.119, 3.297)
C (-5.670, -0.719, 3.133)
H (-1.146, 0.428, 0.778)
H (-0.499, -0.694, 2.005)
H (-0.044, 0.972, 1.940)
H (-2.425, 1.701, 2.340)
H (-1.701, 0.884, 3.728)
H (-2.899, -1.218, 2.948)
H (-3.656, -0.326, 1.629)
H (-5.207, 0.683, 5.479)
H (-3.566, 1.178, 5.045)
H (-3.870, -0.502, 5.351)
H (-4.821, 2.384, 3.506)
H (-4.722, 1.834, 1.789)
H (-7.055, 2.256, 3.256)
H (-6.752, 1.416, 1.582)
H (-7.217, 0.310, 4.347)
H (-7.801, -0.445, 2.829)
H (-5.584, -1.572, 3.807)
H (-5.638, -1.106, 2.115)
C (1.813, 5.761, -2.507)
C (2.421, 4.466, -1.983)
C (3.829, 4.611, -1.461)
N (4.465, 3.388, -0.752)
C (5.762, 3.830, -0.100)
C (4.685, 2.285, -1.838)
C (3.661, 1.160, -1.576)
C (2.873, 1.564, -0.348)
C (3.578, 2.750, 0.327)
H (2.392, 6.273, -3.276)
H (1.853, 6.608, -1.823)
H (0.820, 5.477, -2.855)
H (2.402, 3.712, -2.771)
H (1.766, 4.086, -1.199)
H (3.793, 5.219, -0.557)
H (4.512, 5.021, -2.204)
H (6.546, 4.189, -0.767)
H (6.046, 2.984, 0.526)
H (5.378, 4.627, 0.535)
H (5.656, 1.896, -1.532)
H (4.791, 2.633, -2.865)
H (4.089, 0.166, -1.447)
H (2.976, 1.120, -2.422)
H (2.806, 0.750, 0.374)
H (1.834, 1.687, -0.653)
H (4.232, 2.258, 1.046)
H (2.877, 3.440, 0.796)
C (1.334, -4.398, -4.347)
C (2.718, -3.802, -4.299)
C (2.775, -2.573, -3.401)
N (4.197, -1.953, -3.130)
C (4.833, -1.545, -4.423)
C (5.101, -2.795, -2.219)
C (4.634, -2.546, -0.758)
C (3.924, -1.226, -0.779)
C (4.163, -0.691, -2.164)
H (1.187, -5.218, -5.050)
H (0.648, -3.580, -4.563)
H (0.985, -4.673, -3.352)
H (3.089, -3.680, -5.317)
H (3.366, -4.565, -3.866)
H (2.575, -2.830, -2.361)
H (2.043, -1.808, -3.660)
H (4.921, -2.495, -4.950)
H (5.752, -0.983, -4.256)
H (4.062, -0.948, -4.909)
H (6.129, -2.451, -2.328)
H (5.082, -3.853, -2.480)
H (5.393, -2.538, 0.024)
H (3.958, -3.356, -0.483)
H (4.201, -0.427, -0.091)
H (2.855, -1.417, -0.686)
H (5.159, -0.250, -2.168)
H (3.610, 0.182, -2.510)
C (-2.840, -1.784, -4.517)
C (-2.496, -1.816, -3.017)
C (-0.952, -1.591, -2.730)
N (-0.613, -1.014, -1.363)
C (-1.329, -1.843, -0.248)
C (0.890, -1.022, -1.008)
C (1.095, 0.162, -0.100)
C (0.261, 1.209, -0.740)
C (-1.020, 0.502, -1.224)
H (-3.905, -1.788, -4.753)
H (-2.301, -2.613, -4.976)
H (-2.503, -0.791, -4.814)
H (-2.789, -2.701, -2.453)
H (-3.046, -1.024, -2.508)
H (-0.523, -0.823, -3.374)
H (-0.377, -2.516, -2.670)
H (-0.851, -2.821, -0.204)
H (-2.390, -1.913, -0.487)
H (-1.289, -1.287, 0.688)
H (1.333, -1.996, -0.801)
H (1.454, -0.887, -1.931)
H (0.777, -0.036, 0.924)
H (2.143, 0.454, -0.041)
H (0.088, 2.055, -0.075)
H (0.794, 1.618, -1.598)
H (-1.977, 0.602, -0.712)
H (-1.228, 0.784, -2.256)
C (2.171, -6.256, 2.241)
C (1.257, -5.149, 1.744)
C (-0.146, -5.532, 2.197)
N (-1.214, -4.415, 2.027)
C (-0.796, -3.070, 2.787)
C (-2.599, -4.809, 2.521)
C (-3.531, -3.840, 1.769)
C (-2.823, -3.463, 0.446)
C (-1.429, -4.212, 0.505)
H (3.045, -6.226, 1.590)
H (1.828, -7.291, 2.232)
H (2.346, -6.045, 3.296)
H (1.384, -5.191, 0.662)
H (1.568, -4.189, 2.156)
H (-0.126, -5.784, 3.257)
H (-0.341, -6.401, 1.567)
H (-0.817, -3.435, 3.813)
H (-1.514, -2.269, 2.612)
H (0.217, -2.756, 2.535)
H (-2.733, -4.631, 3.588)
H (-2.751, -5.875, 2.355)
H (-4.003, -3.041, 2.340)
H (-4.492, -4.315, 1.571)
H (-2.688, -2.391, 0.303)
H (-3.476, -3.760, -0.375)
H (-0.686, -3.521, 0.107)
H (-1.383, -5.168, -0.018)
C (-0.279, 7.555, 3.862)
C (-0.799, 6.144, 3.476)
C (-1.140, 6.124, 1.971)
N (-1.982, 4.929, 1.513)
C (-3.377, 5.061, 2.033)
C (-1.877, 4.898, -0.014)
C (-0.619, 4.126, -0.352)
C (-0.158, 3.487, 0.977)
C (-1.402, 3.551, 1.858)
H (0.249, 7.585, 4.815)
H (-1.166, 8.187, 3.833)
H (0.450, 7.853, 3.109)
H (-1.722, 5.939, 4.018)
H (-0.035, 5.487, 3.892)
H (-0.290, 6.076, 1.291)
H (-1.662, 7.052, 1.735)
H (-3.950, 4.240, 1.604)
H (-3.693, 6.057, 1.722)
H (-3.308, 4.870, 3.104)
H (-2.715, 4.295, -0.363)
H (-1.920, 5.873, -0.500)
H (-0.764, 3.363, -1.117)
H (0.157, 4.787, -0.738)
H (0.290, 2.507, 0.816)
H (0.579, 4.083, 1.515)
H (-2.073, 2.768, 1.505)
H (-1.261, 3.470, 2.936)
O (1.454, -5.583, -1.542)
C (0.798, -4.509, -1.309)
O (1.464, -3.545, -0.885)
O (-0.430, -4.448, -1.409)
H (2.361, -5.357, -1.322)
O (1.022, 0.543, -5.310)
C (1.485, 0.417, -4.094)
O (2.698, 0.173, -3.932)
O (0.673, 0.454, -3.194)
H (1.909, 0.550, -5.677)
O (0.869, -2.576, 0.936)
C (1.645, -1.628, 1.498)
O (2.663, -1.169, 1.002)
O (1.402, -1.079, 2.551)
H (1.442, -2.930, 0.253)
O (-5.112, 0.415, 0.197)
C (-4.414, -0.565, -0.103)
O (-3.623, -0.378, -1.009)
O (-4.454, -1.614, 0.562)
H (-4.625, 0.727, -0.570)

Calculated values
Strongest force on any atom ... 10.89 eV/Å
Molecular weight ... 1013.50 g mol⁻¹
Spin multiplicity ... 1
Gap between HOMO and LUMO ... 6.505 eV
Energy above the lowest of the compared OMol25 structures with the same formula, charge and spin ... 2983.6 kJ/mol
LUMO energy ... -4.13 eV
Total charge ... +2

***

Molecular formula: C4H13NO2
Method: DFT, the ωB97M-V functional and the def2-TZVPD basis

Positions of all 20 atoms, in Å:
N (-0.940, -1.664, 0.147)
C (0.128, -1.149, 1.062)
C (1.204, 2.703, 1.382)
C (0.364, 1.421, 0.899)
C (-0.051, 0.280, 1.519)
H (-1.144, -0.964, -0.562)
H (-1.814, -1.708, 0.705)
H (0.183, -1.875, 1.829)
H (1.027, -1.010, 0.418)
H (2.308, 2.577, 1.508)
H (0.648, 3.072, 2.300)
H (1.166, 3.548, 0.690)
H (0.311, 1.328, -0.208)
H (-0.258, 0.393, 2.589)
H (-0.551, 0.847, -3.066)
H (-2.012, 0.488, -2.741)
O (-1.173, 0.741, -2.349)
H (-0.334, -2.871, -1.381)
H (0.714, -3.463, -2.528)
O (0.225, -2.695, -2.216)

Calculated values
Strongest force on any atom ... 4.15 eV/Å
Molecular weight ... 107.15 g mol⁻¹
Spin multiplicity ... 1
Gap between HOMO and LUMO ... 9.386 eV
Energy above the lowest of the compared OMol25 structures with the same formula, charge and spin ... 225.1 kJ/mol
LUMO energy ... 0.82 eV
SMILES ... C/C=C/CN.O.O
Total charge ... 0

***

Molecular formula: C7H24O7
Method: DFT, the ωB97M-V functional and the def2-TZVPD basis

Positions of all 38 atoms, in Å:
C (1.855, 4.351, -2.033)
O (2.206, 3.985, -0.703)
H (1.160, 3.632, -2.478)
H (1.412, 5.349, -2.120)
H (2.718, 4.378, -2.704)
H (1.432, 3.463, -0.466)
C (-0.186, 0.623, -5.214)
O (0.914, -0.188, -5.569)
H (-1.040, 0.691, -5.896)
H (-0.587, 0.262, -4.251)
H (0.197, 1.627, -5.012)
H (0.715, -1.105, -5.370)
C (0.680, 0.306, -1.179)
O (1.944, 0.302, -0.536)
H (0.660, -0.433, -1.993)
H (-0.211, 0.143, -0.576)
H (0.486, 1.223, -1.753)
H (2.490, 0.881, -1.076)
C (-2.284, -0.207, 2.015)
C (-2.754, -1.552, 2.512)
O (-4.023, -1.915, 1.941)
O (-1.900, -0.243, 0.654)
H (-1.403, 0.095, 2.587)
H (-3.030, 0.570, 2.223)
H (-2.723, -1.634, 3.601)
H (-2.072, -2.300, 2.098)
H (-4.678, -1.376, 2.403)
H (-2.579, -0.743, 0.181)
C (0.590, -2.427, 3.606)
C (1.007, -2.123, 2.189)
O (1.495, -0.799, 2.109)
O (1.695, -2.524, 4.484)
H (0.003, -3.351, 3.622)
H (-0.092, -1.630, 3.954)
H (0.207, -2.254, 1.449)
H (1.826, -2.799, 1.898)
H (1.531, -0.405, 1.233)
H (2.341, -1.873, 4.172)

Calculated values
Strongest force on any atom ... 2.02 eV/Å
Molecular weight ... 220.26 g mol⁻¹
Spin multiplicity ... 1
Gap between HOMO and LUMO ... 10.446 eV
Energy above the lowest of the compared OMol25 structures with the same formula, charge and spin ... 269.9 kJ/mol
LUMO energy ... 0.40 eV
SMILES ... OCCO.OCCO.CO.CO.CO
Total charge ... 0

***

Molecular formula: C9H20Cl4N2O7
Method: DFT, the ωB97M-V functional and the def2-TZVPD basis

Positions of all 42 atoms, in Å:
Cl (-0.122, -0.256, 5.369)
C (0.229, -1.635, 4.252)
C (-0.731, -2.789, 4.327)
Cl (-0.711, -3.573, 5.918)
H (1.260, -1.952, 4.386)
H (0.231, -1.239, 3.235)
H (-0.439, -3.502, 3.554)
H (-1.738, -2.489, 4.039)
Cl (-0.850, 0.052, -0.112)
C (-0.276, 1.496, 0.797)
C (-1.492, 2.311, 1.148)
Cl (-0.960, 3.766, 2.060)
H (0.412, 2.030, 0.148)
H (0.239, 1.107, 1.668)
H (-2.174, 1.698, 1.739)
H (-2.112, 2.601, 0.301)
C (3.685, -1.324, 0.202)
N (2.850, -1.413, 1.445)
O (2.979, -2.371, 2.166)
O (2.172, -0.444, 1.723)
H (4.338, -2.188, 0.282)
H (4.283, -0.429, 0.340)
H (3.014, -1.305, -0.648)
C (-3.118, 5.661, -0.062)
N (-3.001, 7.060, -0.542)
O (-3.431, 7.281, -1.662)
O (-2.507, 7.897, 0.180)
H (-3.140, 5.044, -0.950)
H (-4.038, 5.637, 0.521)
H (-2.300, 5.451, 0.623)
C (0.779, -4.983, -4.360)
O (1.050, -3.829, -3.587)
C (0.598, -2.646, -3.953)
O (-0.099, -2.435, -4.903)
O (1.068, -1.759, -3.094)
C (0.585, -0.436, -3.240)
H (1.309, -5.825, -3.921)
H (1.162, -4.817, -5.367)
H (-0.282, -5.234, -4.332)
H (-0.460, -0.395, -2.924)
H (0.677, -0.047, -4.250)
H (1.060, 0.220, -2.515)

Calculated values
Strongest force on any atom ... 1.56 eV/Å
Molecular weight ... 410.08 g mol⁻¹
Spin multiplicity ... 1
Gap between HOMO and LUMO ... 10.470 eV
Energy above the lowest of the compared OMol25 structures with the same formula, charge and spin ... 0.0 kJ/mol
LUMO energy ... -0.20 eV
SMILES ... C[N+](=O)[O-].C[N+](=O)[O-].COC(=O)OC.ClCCCl.ClCCCl
Total charge ... 0

***

Molecular formula: C30H32AsN3O2S3Ti
Method: DFT, the ωB97M-V functional and the def2-TZVPD basis

Positions of all 72 atoms, in Å:
Ti (-1.332, 0.677, -0.003)
C (1.937, 2.957, -3.481)
S (1.467, 3.848, -1.968)
C (0.127, 2.915, -1.400)
S (-0.419, 1.463, -2.191)
N (-0.540, 3.393, -0.387)
N (-1.518, 2.581, 0.007)
C (-2.664, 2.987, 0.520)
C (-3.694, 2.028, 0.406)
C (-5.046, 2.280, 0.726)
C (-6.017, 1.432, 0.264)
C (-5.634, 0.310, -0.489)
C (-4.295, 0.069, -0.695)
N (-3.322, 0.877, -0.254)
H (2.558, 3.637, -4.053)
H (1.040, 2.712, -4.040)
H (2.492, 2.055, -3.231)
H (-2.810, 4.010, 0.844)
H (-5.283, 3.161, 1.300)
H (-7.060, 1.637, 0.440)
H (-6.379, -0.351, -0.901)
H (-3.986, -0.795, -1.275)
C (-2.965, -0.050, 2.911)
O (-2.276, -0.594, 1.793)
C (-2.742, -1.891, 1.466)
C (-1.819, -2.464, 0.402)
O (-1.800, -1.559, -0.698)
C (-1.263, -2.159, -1.869)
H (-2.840, -0.705, 3.780)
H (-4.034, 0.068, 2.699)
H (-2.516, 0.921, 3.125)
H (-3.777, -1.835, 1.093)
H (-2.711, -2.532, 2.356)
H (-2.189, -3.448, 0.085)
H (-0.801, -2.568, 0.815)
H (-0.222, -2.486, -1.699)
H (-1.292, -1.403, -2.658)
H (-1.869, -3.023, -2.170)
S (-0.214, 1.327, 2.091)
C (1.317, 1.942, 1.481)
C (1.875, 3.112, 1.982)
C (3.077, 3.565, 1.471)
C (3.736, 2.846, 0.486)
C (3.197, 1.661, 0.009)
C (1.990, 1.193, 0.507)
As (1.062, -0.409, -0.096)
C (1.589, -1.716, 1.283)
C (1.686, -3.066, 0.933)
C (1.828, -4.036, 1.910)
C (1.845, -3.676, 3.248)
C (1.776, -2.340, 3.603)
C (1.647, -1.365, 2.628)
C (2.312, -0.959, -1.542)
C (1.944, -0.813, -2.877)
C (2.840, -1.096, -3.896)
C (4.111, -1.553, -3.592)
C (4.476, -1.740, -2.268)
C (3.589, -1.440, -1.248)
H (1.363, 3.651, 2.763)
H (3.493, 4.493, 1.831)
H (4.668, 3.211, 0.082)
H (3.710, 1.098, -0.764)
H (1.670, -3.342, -0.121)
H (1.916, -5.075, 1.634)
H (1.913, -4.437, 4.010)
H (1.816, -2.050, 4.643)
H (1.601, -0.322, 2.922)
H (0.956, -0.439, -3.123)
H (2.534, -0.955, -4.923)
H (4.817, -1.748, -4.385)
H (5.462, -2.112, -2.035)
H (3.889, -1.566, -0.212)

Calculated values
Strongest force on any atom ... 3.80 eV/Å
Molecular weight ... 685.60 g mol⁻¹
Spin multiplicity ... 2
Gap between HOMO and LUMO (alpha / beta) ... 6.009 / 5.693 eV
Energy above the lowest of the compared OMol25 structures with the same formula, charge and spin ... 209.5 kJ/mol
LUMO energy (alpha / beta) ... -3.94 / -4.24 eV
Total charge ... +1

***

Number 1: DFT total energy -89203.23658 eV. Number 2: DFT total energy -9941.86372 eV. Number 3: DFT total energy -21977.83806 eV. Number 4: DFT total energy -77054.29819 eV. Number 5: DFT total energy -156648.64113 eV.